[1]
An isolated molecule of C3H10BN in a non-equilibrium geometry. Source: OMol25; level of theory: ωB97M-V with the def2-TZVPD basis set.

Its lowest unoccupied orbital energy is 0.7886 eV. For the max |F|, the calculation gives 5.55 eV/Å. For the total energy, the calculation gives -199.87997 hartree. For the HOMO energy, the calculation gives -9.278 eV. The energy relative to the best compared isomer or geometry (same formula, charge and spin) comes out at 145.0 kJ/mol.

```
! wB97M-V def2-TZVPD RIJCOSX def2/J DEFGRID3
* xyz 0 1
B -0.935 -0.122 -0.661
C -0.196 -0.069 -2.059
C 1.397 0.538 0.481
C -0.614 -0.380 1.739
N -0.151 -0.046 0.469
H -2.000 -0.686 -0.414
H -0.273 -1.033 -2.682
H 0.837 0.069 -1.817
H -0.573 0.693 -2.757
H 2.048 -0.226 0.208
H 1.253 1.363 -0.199
H 1.532 1.107 1.383
H 0.210 -0.711 2.307
H -1.044 0.547 2.173
H -1.492 -1.044 1.829
*
```

***

[2]
A structure of composition C3H10BNO3Zn in a non-equilibrium geometry. Source: OMol25; level of theory: ωB97M-V with the def2-TZVPD basis set.

Its lowest unoccupied orbital energy is -12.9786 eV. For the max |F|, the calculation gives 2.37 eV/Å. For the total energy, the calculation gives -2204.18177 hartree. For the HOMO energy, the calculation gives -17.964 eV. The energy relative to the best compared isomer or geometry (same formula, charge and spin) comes out at 38.5 kJ/mol.

```
! wB97M-V def2-TZVPD RIJCOSX def2/J DEFGRID3
* xyz 2 1
C 1.496 -1.757 0.548
O 0.133 -1.304 0.522
C -0.230 -0.381 -0.367
C 0.278 1.157 0.097
N 1.450 1.674 -0.330
B -1.854 -0.356 -0.448
O -2.556 0.159 0.627
O -2.522 -0.813 -1.484
H 1.993 -1.237 1.354
H 1.477 -2.804 0.786
H 1.983 -1.611 -0.403
H 0.227 -0.591 -1.332
H 0.289 1.097 1.210
H -0.555 1.807 -0.242
H 2.296 1.226 0.006
H 1.512 1.857 -1.326
H -2.120 0.975 0.935
H -2.005 -1.297 -2.130
Zn -1.295 2.197 1.977
*
```

***

[3]
A structure of composition C3H10Br2ClO6P3 in a non-equilibrium geometry. Source: OMol25; level of theory: ωB97M-V with the def2-TZVPD basis set.

Its lowest unoccupied orbital energy is 0.4520 eV. For the max |F|, the calculation gives 4.70 eV/Å. For the total energy, the calculation gives -7204.19130 hartree. For the HOMO energy, the calculation gives -10.249 eV.

```
! wB97M-V def2-TZVPD RIJCOSX def2/J DEFGRID3
* xyz 0 1
C 2.469 -2.171 -0.243
O 1.032 -2.172 -0.057
P 0.225 -2.186 -1.504
O 1.151 -1.806 -2.637
O -1.047 -1.100 -1.536
P -0.741 0.245 -0.531
O -1.552 0.140 0.752
O -0.276 -3.756 -1.768
P -1.826 -4.130 -1.134
O -1.622 -5.733 -0.617
Cl -2.068 -3.120 0.710
H 2.977 -2.511 0.685
H 2.804 -2.864 -1.042
H 2.759 -1.124 -0.479
H -1.199 1.379 -1.247
H 0.622 0.318 -0.149
H -1.280 -5.673 0.288
Br 1.113 3.025 0.471
C 0.439 4.521 1.520
C -1.060 4.629 1.417
Br -1.603 5.379 -0.298
H 0.958 5.410 1.172
H 0.737 4.309 2.545
H -1.446 5.319 2.166
H -1.565 3.671 1.517
*
```

***

[4]
A structure of composition C3H10ClMgN2O2 in a non-equilibrium geometry. Source: OMol25; level of theory: ωB97M-V with the def2-TZVPD basis set.

Its lowest unoccupied orbital energy is -8.5727 eV. For the max |F|, the calculation gives 1.90 eV/Å. For the total energy, the calculation gives -1040.32339 hartree. For the HOMO energy, the calculation gives -11.728 eV. The energy relative to the best compared isomer or geometry (same formula, charge and spin) comes out at 0.0 kJ/mol.

```
! wB97M-V def2-TZVPD RIJCOSX def2/J DEFGRID3
* xyz 1 1
Mg -8.801 -1.073 3.031
Cl -7.581 -2.902 3.597
C -3.875 -6.007 2.936
O -4.190 -6.992 3.586
N -4.610 -4.849 2.954
N -2.765 -5.998 2.135
H -5.497 -4.884 3.419
H -4.178 -3.964 2.779
H -2.472 -5.141 1.714
H -2.289 -6.866 1.986
C -6.471 -5.568 7.582
C -6.357 -5.749 6.092
O -7.632 -5.800 5.447
H -7.043 -4.668 7.838
H -5.487 -5.539 8.048
H -7.068 -6.341 8.078
H -5.737 -6.606 5.828
H -5.782 -4.891 5.711
H -7.769 -4.942 5.044
*
```

***

[5]
An isolated molecule of C3H10ClN2OP in a non-equilibrium geometry. Source: OMol25; level of theory: ωB97M-V with the def2-TZVPD basis set.

Its lowest unoccupied orbital energy is 0.8039 eV. For the max |F|, the calculation gives 4.22 eV/Å. For the total energy, the calculation gives -1106.56156 hartree. For the HOMO energy, the calculation gives -8.129 eV. The energy relative to the best compared isomer or geometry (same formula, charge and spin) comes out at 204.8 kJ/mol.

```
! wB97M-V def2-TZVPD RIJCOSX def2/J DEFGRID3
* xyz 0 1
C 0.406 1.447 1.944
C -0.051 -0.542 -1.412
C 0.910 0.315 -2.297
N -1.936 -1.119 0.312
N 0.161 0.295 1.155
O 0.231 1.100 -3.169
P -1.057 0.368 -0.058
Cl 1.901 1.404 -1.275
H -0.402 1.537 2.788
H 1.438 1.245 2.474
H 0.603 2.445 1.369
H 0.504 -1.511 -0.991
H -0.763 -0.998 -1.948
H 0.983 1.524 -3.700
H 1.656 -0.356 -2.942
H -2.541 -1.525 -0.395
H -2.615 -0.989 1.048
H 0.035 -0.630 1.601
*
```

***

[6]
A cluster of 2 separate species, C3H10ClNOP in total in a non-equilibrium geometry. Source: OMol25; level of theory: ωB97M-V with the def2-TZVPD basis set.

Its lowest unoccupied orbital energy (alpha / beta) is -4.6145 / -3.9781 eV. For the max |F|, the calculation gives 3.24 eV/Å. For the total energy, the calculation gives -1051.49206 hartree. For the HOMO energy (alpha / beta), the calculation gives -11.175 / -13.268 eV. The energy relative to the best compared isomer or geometry (same formula, charge and spin) comes out at 256.1 kJ/mol.

```
! wB97M-V def2-TZVPD RIJCOSX def2/J DEFGRID3
* xyz 1 1
C -1.539 -0.515 -0.401
C -0.176 1.251 0.743
C 0.752 -1.048 0.219
N -0.146 0.048 -0.062
O 3.423 0.869 -1.306
P 3.522 0.475 0.242
Cl 5.007 -0.807 0.258
H -1.623 -0.552 -1.489
H -1.670 -1.453 0.019
H -2.196 0.236 -0.014
H 0.921 1.384 0.894
H -0.557 2.093 0.109
H -0.759 1.121 1.568
H 1.172 -1.613 -0.563
H 1.282 -1.283 1.166
H 0.208 0.545 -0.871
H 3.975 0.317 -1.882
*
```

***

[7]
A structure of composition C3H10CsN2O2 in a non-equilibrium geometry. Source: OMol25; level of theory: ωB97M-V with the def2-TZVPD basis set.

Its lowest unoccupied orbital energy is -4.1196 eV. For the max |F|, the calculation gives 18.10 eV/Å. For the total energy, the calculation gives -399.98732 hartree. For the HOMO energy, the calculation gives -13.608 eV. The energy relative to the best compared isomer or geometry (same formula, charge and spin) comes out at 815.6 kJ/mol.

```
! wB97M-V def2-TZVPD RIJCOSX def2/J DEFGRID3
* xyz 1 1
Cs 0.313 0.864 1.554
C 3.140 0.716 -1.187
C 1.669 0.422 -1.466
O 1.079 0.509 -0.214
H 3.657 0.777 -2.145
H 3.576 -0.106 -0.620
H 3.253 1.642 -0.622
H 1.615 -0.593 -1.860
H 1.172 1.111 -2.149
H 0.179 0.174 -0.223
C -2.921 -0.663 1.409
O -3.922 -0.539 2.026
N -2.094 0.310 1.188
N -2.493 -1.735 0.802
H -2.359 1.182 1.622
H -1.238 0.270 0.654
H -3.028 -2.587 0.899
H -1.598 -1.754 0.334
*
```

***

[8]
The ion C3H10F3N5OP with charge +1 in a non-equilibrium geometry. Source: OMol25; level of theory: ωB97M-V with the def2-TZVPD basis set.

Its lowest unoccupied orbital energy is -3.9883 eV. For the max |F|, the calculation gives 1.58 eV/Å. For the total energy, the calculation gives -1109.99560 hartree. For the HOMO energy, the calculation gives -13.434 eV. The energy relative to the best compared isomer or geometry (same formula, charge and spin) comes out at 0.0 kJ/mol.

```
! wB97M-V def2-TZVPD RIJCOSX def2/J DEFGRID3
* xyz 1 1
N 1.170 0.339 2.837
P 1.306 -0.698 1.699
N 0.315 -0.195 0.296
C -1.028 0.199 0.633
O -1.872 -0.872 0.224
C -3.183 -0.527 0.059
F -3.924 -1.622 0.178
F -3.562 0.390 0.950
F -3.350 0.000 -1.170
C 0.719 -0.187 -0.953
N -0.152 0.122 -1.934
N 2.029 -0.465 -1.229
N 3.008 0.449 -0.636
H 2.072 0.737 3.068
H 0.723 -1.934 1.992
H 2.603 -0.920 1.225
H -1.096 0.388 1.690
H -1.269 1.107 0.092
H 0.178 -0.123 -2.857
H -1.063 -0.318 -1.819
H 2.149 -0.439 -2.231
H 3.638 0.787 -1.341
H 2.564 1.210 -0.147
*
```

***

[9]
A cluster of 3 separate species, C3H10INOP in total in a non-equilibrium geometry. Source: OMol25; level of theory: ωB97M-V with the def2-TZVPD basis set.

Its lowest unoccupied orbital energy is -4.9938 eV. For the max |F|, the calculation gives 5.42 eV/Å. For the total energy, the calculation gives -889.08537 hartree. For the HOMO energy, the calculation gives -13.653 eV. The energy relative to the best compared isomer or geometry (same formula, charge and spin) comes out at 125.7 kJ/mol.

```
! wB97M-V def2-TZVPD RIJCOSX def2/J DEFGRID3
* xyz 1 1
C 1.520 -0.139 -2.469
C -3.336 0.432 2.667
C 2.723 -0.034 -1.613
N 2.803 -0.691 -0.521
O 0.742 -2.014 0.716
P -0.631 -2.556 0.916
I -1.542 -2.858 -1.296
H 1.636 0.313 -3.436
H 1.249 -1.247 -2.475
H 0.742 0.272 -1.828
H -2.727 0.712 1.786
H -3.065 0.701 3.617
H -3.474 -0.745 2.589
H 3.480 0.572 -2.127
H -4.228 0.875 2.541
H 3.663 -0.610 0.010
H 1.886 -1.279 -0.294
*
```

***

[10]
A cluster of 2 separate species, C3H10N in total in a non-equilibrium geometry. Source: OMol25; level of theory: ωB97M-V with the def2-TZVPD basis set.

Its lowest unoccupied orbital energy is -6.5089 eV. For the max |F|, the calculation gives 2.11 eV/Å. For the total energy, the calculation gives -174.71678 hartree. For the HOMO energy, the calculation gives -14.374 eV. The energy relative to the best compared isomer or geometry (same formula, charge and spin) comes out at 248.9 kJ/mol.

```
! wB97M-V def2-TZVPD RIJCOSX def2/J DEFGRID3
* xyz 1 1
C -3.662 -3.210 2.359
H -2.800 -3.732 1.954
H -4.501 -3.830 2.040
H -3.581 -3.210 3.449
H -3.886 -2.167 2.162
C 1.988 2.175 -0.311
C 2.160 1.029 -2.362
N 1.767 2.101 -1.768
H 2.184 3.200 -0.023
H 1.016 1.928 0.116
H 2.723 1.456 0.035
H 3.086 0.567 -2.012
H 1.804 0.729 -3.339
H 1.702 2.964 -2.302
*
```

***

[11]
A cluster of 2 separate species, C3H10N2 in total in a non-equilibrium geometry. Source: OMol25; level of theory: ωB97M-V with the def2-TZVPD basis set.

Its lowest unoccupied orbital energy (alpha / beta) is 4.2970 / 4.3923 eV. For the max |F|, the calculation gives 3.50 eV/Å. For the total energy, the calculation gives -229.68576 hartree. For the HOMO energy (alpha / beta), the calculation gives 1.532 / -5.362 eV. The energy relative to the best compared isomer or geometry (same formula, charge and spin) comes out at 186.8 kJ/mol. The expectation value of S² is 0.75.

```
! wB97M-V def2-TZVPD RIJCOSX def2/J DEFGRID3
* xyz -1 2
C 2.311 0.347 0.973
N 2.532 -0.891 0.715
H 2.962 1.102 0.448
H 1.571 0.764 1.743
H 2.147 -1.557 1.411
C -1.592 -1.019 -0.143
C -1.507 0.581 -0.566
N -0.060 0.956 -0.841
H -0.849 -1.665 -0.579
H -2.528 -1.398 -0.467
H -1.489 -1.067 0.966
H -1.832 1.129 0.304
H -2.227 0.855 -1.358
H 0.066 1.760 -1.395
H 0.494 0.102 -1.210
*
```

***

[12]
A cluster of 2 separate species, C3H10N2 in total in a non-equilibrium geometry. Source: OMol25; level of theory: ωB97M-V with the def2-TZVPD basis set.

Its lowest unoccupied orbital energy is 1.2127 eV. For the max |F|, the calculation gives 1.93 eV/Å. For the total energy, the calculation gives -229.75206 hartree. For the HOMO energy, the calculation gives -9.123 eV. The energy relative to the best compared isomer or geometry (same formula, charge and spin) comes out at 150.2 kJ/mol.

```
! wB97M-V def2-TZVPD RIJCOSX def2/J DEFGRID3
* xyz 0 1
C 2.034 -0.313 0.552
N 2.199 0.534 -0.593
H 1.968 0.217 1.502
H 2.866 -1.026 0.617
H 1.211 -1.038 0.514
H 1.517 0.481 -1.344
H 3.035 0.360 -1.147
C -1.868 -0.798 0.443
C -1.764 1.202 -0.679
N -1.622 -0.045 -0.781
H -1.025 -1.441 0.673
H -2.688 -1.481 0.205
H -2.189 -0.131 1.247
H -1.639 1.876 -1.516
H -2.033 1.603 0.306
*
```

***

> What is the max |F| in the fifth record?

4.22 eV/Å